Record 1
C3H8N4O5Sn as an isolated structure. Source: the Open Molecules 2025 dataset; level of theory: ωB97M-V/def2-TZVPD.

HOMO-LUMO gap (alpha / beta), eV: 5.64 / 5.17
2S+1: 2
Total charge: +1
Highest occupied orbital energy (alpha / beta), hartree: -0.460 / -0.443

Structure (XYZ):
```
21
Properties=species:S:1:pos:R:3:mulliken_spin:R:1
N 0.20032 1.41912 -2.51065 0.0023
H -2.67897 1.99496 -1.52829 0.0001
C -0.91618 1.11023 -1.85101 -0.0002
N -0.08715 -0.16221 3.99384 0.0000
O 4.25735 -0.43257 -2.15751 0.4687
C 3.06372 -0.62617 -2.42508 -0.0741
N -1.46758 -1.69934 3.39493 0.0002
H 0.18903 2.29789 -3.00839 0.0002
H 0.68820 0.47670 3.89027 0.0000
C -0.44388 -0.95890 3.00619 -0.0007
O 0.02793 -0.96895 1.87316 -0.0005
O -0.97580 0.09451 -1.23167 -0.0002
N -1.81142 2.03595 -2.04381 -0.0003
H -1.76679 -2.19785 2.56906 -0.0002
Sn -0.08747 -2.62866 -0.60446 -0.0285
O 2.62469 -0.29652 -3.52614 0.5144
H -2.05465 -1.36657 4.14640 0.0001
O 2.26877 -1.28765 -1.69806 0.1219
H 0.96859 0.76528 -2.46202 -0.0032
H -0.54791 -0.27033 4.88609 0.0000
H -1.45078 2.70110 -2.71285 0.0000
```

Record 2
One molecule with the formula C6H12O. Source: the Open Molecules 2025 dataset; level of theory: ωB97M-V/def2-TZVPD.

HOMO-LUMO gap, eV: 10.94
Energy above the lowest of the compared OMol25 structures with the same formula, charge and spin, eV: 1.4654
Highest occupied orbital energy, hartree: -0.358

Structure (XYZ):
```
19
Properties=species:S:1:pos:R:3:mulliken_charge:R:1
H -3.74838 -0.55777 0.41745 0.2577
H -0.14477 -1.74875 -0.33746 0.3216
O 0.77159 0.02521 0.21205 -0.2450
C 2.02369 -0.39271 -0.27384 -0.2488
H -0.46605 -0.36417 -1.40490 0.2735
C -2.18536 1.02739 0.25560 -0.5397
C 3.06919 0.53871 0.30872 -1.1816
H 2.84314 1.57092 0.02478 0.2985
H -1.76965 1.66513 -0.52035 0.2129
H 3.06167 0.47778 1.40133 0.2910
C -2.89708 -0.22555 -0.16997 -0.6065
H -2.54714 1.56306 1.12799 0.2553
H -1.49683 -0.67419 1.48646 0.3719
H 2.04476 -0.35767 -1.37647 0.2892
C -0.32319 -0.65969 -0.34913 -0.6787
C -1.53802 -0.30903 0.46262 0.0284
H 4.07103 0.28467 -0.05113 0.3789
H 2.21787 -1.43852 0.02136 0.2975
H -2.98648 -0.42481 -1.23508 0.2239
```

Record 3
One molecule with the formula C20H33N3O3S. Source: the Open Molecules 2025 dataset; level of theory: ωB97M-V/def2-TZVPD.

HOMO-LUMO gap, eV: 8.90
Energy above the lowest of the compared OMol25 structures with the same formula, charge and spin, eV: 0.6053
Highest occupied orbital energy, hartree: -0.303

Structure (XYZ):
```
60
Properties=species:S:1:pos:R:3:mulliken_charge:R:1
C 4.63151 -0.54020 1.80922 -1.1980
C -1.02512 -3.65141 0.45283 0.1503
S 3.17258 0.36887 -1.08120 1.0957
H 5.37170 4.00238 -1.17484 0.4131
H 5.47546 -1.05587 2.26054 0.4458
H -1.85001 -5.13775 -0.88058 0.3392
C -2.75173 -0.83942 -0.86551 -1.2401
C -0.08320 1.24717 0.97890 -1.8826
H -5.22891 -1.18372 -1.81421 0.4337
C 1.11421 0.39010 0.58888 0.8747
H 4.10257 0.01342 2.58165 0.2897
H 5.83021 1.12424 1.15021 0.4995
C -1.60559 -0.58683 0.11663 0.0658
H 0.16203 2.30880 0.89146 0.4725
H 6.28928 2.58004 -0.66951 0.3006
C -3.91866 0.09358 -0.70484 0.5388
C -3.79652 1.29206 -0.01901 0.0201
C 0.69735 -1.08192 0.61029 -1.7281
C 4.20370 2.56739 -0.07523 -0.7262
N 4.01686 1.14888 0.14523 0.3322
H -2.60984 1.54272 1.71431 0.4215
H -7.17297 0.31650 -1.62275 0.3901
O 3.43661 0.96297 -2.35690 -0.7779
H -1.46323 -5.75101 0.72819 0.3860
H -5.58800 3.78875 0.77363 0.2924
H 1.54322 -1.68037 0.27289 0.8013
H -0.17050 -5.42569 -0.42858 0.3479
O 3.38335 -1.03278 -0.92025 -0.6581
C -1.13466 -5.08026 -0.06271 -1.4351
H -0.31634 -3.61943 1.28231 0.2977
C -6.22988 0.58935 -1.17375 -0.8073
H 3.96103 -1.27237 1.37047 0.2130
H 1.34510 1.63734 -1.07186 0.4336
H -0.31678 1.04451 2.02724 0.4335
N 1.60372 0.72570 -0.73526 -0.3925
H 4.37635 3.03641 0.90023 0.5063
H 0.45531 -1.35301 1.65575 0.1881
C -1.30262 0.91954 0.11811 0.9852
C 5.12702 0.40622 0.72236 -0.6022
H 5.13433 2.45478 -2.00468 0.2988
C -5.13967 -0.24951 -1.27963 -0.7654
N -0.40761 -1.30600 -0.29338 0.3728
H -6.96884 2.44801 -0.39512 0.2433
H 1.93139 0.53968 1.31081 0.0065
O -4.75532 3.30213 0.78522 -0.5460
C -0.55362 -2.69993 -0.65959 -1.3115
C 5.32855 2.92392 -1.04460 -1.1237
H -2.35373 -0.72635 -1.87856 0.4131
H -3.11916 -1.86192 -0.76573 0.5399
H -1.24065 -2.76926 -1.50488 0.4347
H 3.25628 2.93893 -0.47170 0.2214
H -2.36085 2.77015 0.48617 0.5067
H 5.63921 -0.16872 -0.05551 0.3323
H -1.99735 -3.32587 0.82974 0.2034
C -2.51012 1.69825 0.63430 -1.7560
H 0.42646 -3.02931 -1.01559 0.6032
C -6.11799 1.78539 -0.48578 -0.6947
C -4.90796 2.13411 0.09267 1.0711
H -1.09171 1.20527 -0.91601 0.2957
H -1.92626 -0.87864 1.13750 0.1342
```

Record 4
A 2-piece molecular cluster, CH8NO overall. Source: the Open Molecules 2025 dataset; level of theory: ωB97M-V/def2-TZVPD.

HOMO-LUMO gap, eV: 13.16
Total charge: +1
Energy above the lowest of the compared OMol25 structures with the same formula, charge and spin, eV: 0.4152
Highest occupied orbital energy, hartree: -0.619

Structure (XYZ):
```
11
Properties=species:S:1:pos:R:3:mulliken_charge:R:1
C -0.58344 0.90218 1.23055 -0.7558
H 0.18868 0.43109 1.82754 0.3326
N -0.29478 0.61920 -0.19796 -0.3037
H 0.57204 1.04516 -0.49777 0.3586
H -0.69960 1.97656 1.42617 0.3170
H 1.65286 -2.33969 -0.97933 0.3439
H -1.48500 0.36178 1.50908 0.3360
O 1.12707 -1.51694 -1.15017 -0.7027
H -1.15657 0.65217 -0.76554 0.3819
H 0.70165 -1.76872 -1.98094 0.3376
H -0.02290 -0.36280 -0.42163 0.3546
```

Record 5
A 2-piece molecular cluster, C2H3N3OS overall. Source: the Open Molecules 2025 dataset; level of theory: ωB97M-V/def2-TZVPD.

HOMO-LUMO gap (alpha / beta), eV: 7.17 / 7.12
Energy above the lowest of the compared OMol25 structures with the same formula, charge and spin, eV: 6.5194
Highest occupied orbital energy (alpha / beta), hartree: -0.374 / -0.374

Structure (XYZ):
```
10
Properties=species:S:1:pos:R:3:mulliken_charge:R:1
C -0.19719 0.31286 -1.11236 -0.7719
N -0.17374 -0.41810 0.19953 0.2625
C -1.16749 -0.22115 1.01085 0.4791
H -1.03867 0.06011 -1.89866 0.2685
H 0.77513 0.08449 -1.44308 0.3214
O 1.77707 -1.45807 0.00073 -0.3734
S 1.81295 1.47427 1.81993 -0.0086
N 0.77988 -1.25396 0.60138 -0.0709
H -0.46013 1.45576 -0.81387 0.2825
N -2.10781 -0.03622 1.63555 -0.3891
```

Record 6
C40H37GaN4OPS as an isolated structure. Source: the Open Molecules 2025 dataset; level of theory: ωB97M-V/def2-TZVPD.

HOMO-LUMO gap, eV: 6.82
Total charge: +1
Energy above the lowest of the compared OMol25 structures with the same formula, charge and spin, eV: 1.2515
Highest occupied orbital energy, hartree: -0.351

Structure (XYZ):
```
85
Properties=species:S:1:pos:R:3:mulliken_charge:R:1
C -3.17994 2.57422 1.59587 -0.6601
H -1.63416 -3.36783 1.08235 0.5923
C 4.16845 -0.34044 2.76123 -1.0177
H 2.68875 -1.17057 4.10470 0.3944
C -1.95535 -3.10583 0.08333 -0.0861
C -0.31252 -1.59427 -2.75744 0.2164
C -1.35174 -2.17985 -1.95503 0.8011
C -3.74927 0.22089 2.96498 -0.5764
N 0.86496 -1.45641 -2.09335 0.1261
Ga 0.60286 -1.45940 -0.13609 -0.5265
C 2.29020 3.77171 0.36633 -0.8569
C -3.59926 1.35860 -2.86448 -0.8107
C 4.08675 -1.36827 -3.97939 -1.0267
C -3.59067 -3.03009 -1.64987 -0.6352
H 0.12570 -0.83290 -4.70636 0.3713
C 0.95730 4.43612 2.25046 -0.7689
H -2.04563 -1.35969 -5.65520 0.4367
H 4.48972 -1.06103 -4.93314 0.4287
H 4.21491 -1.20844 2.10889 0.1258
C -4.48990 1.36711 3.20755 -0.6906
H 3.19829 3.86226 -0.21184 0.4604
H 2.11662 -0.80320 -4.55500 0.3642
C 2.71677 -1.20005 -3.75554 -0.8513
C 4.50800 -3.39316 0.35152 -0.8098
C -1.65354 3.14678 -1.98221 -0.4364
C -1.86899 -1.57870 -4.61261 -1.0281
H 4.30239 0.54984 2.15134 0.2949
H 2.63274 -3.32685 1.45655 0.5398
C -4.21770 2.53556 2.51033 -0.7657
H -0.90196 3.83941 -1.62862 0.4011
P -1.00577 1.43912 0.21981 0.2700
H -2.96419 3.47920 1.04484 0.5339
C 4.39309 -2.31909 -1.79661 0.7186
H -0.98203 -0.79882 5.06543 0.4444
H 5.96491 -2.07758 -3.24214 0.4308
C 2.11431 4.55485 1.49829 -0.5777
H -0.93209 3.45718 2.46030 0.4320
H -0.71744 0.52457 3.09260 -0.7148
C 2.84760 -0.28029 3.50312 -0.7972
C -2.72280 0.25473 2.03800 -0.4073
C -3.24952 -3.37266 -0.36609 -1.0173
H -5.28626 1.35244 3.93620 0.4208
C 1.30334 2.88350 -0.01494 -0.6948
H 2.81051 0.60550 4.13458 0.5330
H -4.59104 -3.20705 -2.01541 0.4812
N 2.47408 -2.38450 -0.34026 -0.0317
C 0.19184 0.28572 3.63689 0.4066
C 3.16709 -3.05557 0.55469 -0.4121
C -2.81821 1.04937 -1.76792 -0.2084
C -0.61228 -1.29422 -4.07541 -0.7321
C -0.02090 -0.88688 4.56756 -1.5303
C -2.41487 1.43585 1.37585 0.5339
C -1.84730 1.94108 -1.32425 0.7515
H 4.99012 -0.39920 3.47168 0.4570
H -4.02431 2.82203 -4.36669 0.4114
O 1.13290 -1.51427 1.91910 -0.8867
C 4.91916 -1.92014 -3.03910 -0.9540
C -2.87077 -2.13894 -3.86020 -0.9837
H 0.81951 5.04601 3.13121 0.4631
C 2.15094 -1.52241 -2.53134 0.4883
H -0.01708 -1.80726 3.98717 0.3150
H 1.41943 2.26334 -0.89536 0.5111
C 3.02599 -2.05677 -1.52515 0.6437
C -2.63409 -2.44342 -2.50623 0.9853
H -2.28717 4.39213 -3.59636 0.4401
H -2.14038 -0.62847 1.79990 0.5476
C 0.12878 2.77819 0.72440 0.6006
H -2.95091 0.12015 -1.22942 0.4531
H 6.18452 -3.18894 -0.96308 0.4713
C -3.40849 2.56731 -3.51849 -0.7063
H 0.54106 1.17882 4.15129 0.7288
H 0.75341 -0.94368 5.32652 0.3590
C -0.03129 3.54350 1.87094 -0.5466
H -3.96360 -3.83531 0.29443 0.4565
H -3.96413 -0.69012 3.50755 0.4999
H 2.86910 5.27183 1.78600 0.4339
N -1.05451 -2.52349 -0.68090 0.4069
H -3.83248 -2.36953 -4.29411 0.4772
C -2.43717 3.45380 -3.08291 -0.6627
C 5.13430 -2.98747 -0.80181 -0.5278
H -4.35475 0.66816 -3.20624 0.4613
H 5.03068 -3.97019 1.09822 0.4502
H -4.80601 3.42271 2.68934 0.4504
N -0.26999 0.07372 0.30109 1.1538
S 1.43139 -0.07406 2.33419 0.7634
```

Record 7
A 17-piece molecular cluster, H32O20P overall. Source: the Open Molecules 2025 dataset; level of theory: ωB97M-V/def2-TZVPD.

HOMO-LUMO gap, eV: 7.81
Total charge: -3
Energy above the lowest of the compared OMol25 structures with the same formula, charge and spin, eV: 0.4166
Highest occupied orbital energy, hartree: -0.021

Structure (XYZ):
```
53
Properties=species:S:1:pos:R:3:mulliken_charge:R:1
O -2.07318 -0.83967 -2.56311 -0.6474
H -1.82141 -0.26548 -1.83982 0.2530
H 1.11696 0.36453 -2.44458 0.1535
H 1.38532 2.96657 1.02712 0.4888
O 0.37436 -2.09888 -2.94678 -0.8729
O 2.23141 -0.28841 2.28552 -0.7298
H 1.42752 -0.30650 1.76621 0.0994
H 0.17373 -2.82870 -0.87965 0.3854
H -2.17450 0.99879 0.97502 0.0432
H -2.07939 -2.24747 0.05909 0.4883
H -1.67082 -2.30667 2.83727 0.3382
O -2.45908 1.36803 1.81103 -0.7552
O 1.75723 -3.13696 3.11019 -0.7297
O 1.14400 2.93086 -2.01160 -0.7952
H 1.03949 2.38862 -1.22976 0.2110
O -1.38840 1.59897 -3.68223 -0.7771
H -0.07489 -1.95833 0.33383 0.1684
O -0.12737 1.42323 3.46147 -0.7802
H 1.09057 2.31322 -2.74092 0.5294
O -1.48740 -1.51964 3.35029 -0.7328
O -1.34812 0.71005 -0.57861 -0.8923
H 1.96979 0.10243 3.11922 0.2859
O 0.96439 -0.51758 -1.05004 0.7128
H 0.96246 -0.25066 -3.81920 0.3773
P 0.08164 0.37417 -0.02318 -1.0322
H -0.54986 -1.93477 -3.13421 0.3857
O -0.08738 -0.34656 1.34006 -0.0792
O 3.40691 1.28768 -0.53904 -0.7995
H 3.37648 0.33338 -0.47125 0.4699
H -0.85612 -1.03074 2.82236 0.4716
H 2.08225 -1.14608 -0.48805 0.1451
O -2.86670 -1.78855 0.35198 -0.7324
O 2.94171 -1.44581 -0.19187 -0.9111
H 2.15809 -3.73304 2.47755 0.2996
O -3.93390 0.79990 -0.69611 -0.6957
H 2.97623 -1.19976 0.73253 0.4722
H 1.49002 -2.37919 2.58999 0.3919
H -1.73352 1.29067 -2.84434 0.4630
H -2.55915 -0.91515 0.59450 0.5563
H 0.20073 2.31817 3.37400 0.3353
H -1.78595 1.09629 2.43496 0.4908
O -0.28511 -2.81420 -0.03972 -0.7914
H -4.17486 0.48859 0.17640 0.3683
O 1.71072 3.69091 1.56160 -0.7540
H -3.01377 -0.97381 -2.44681 0.2940
O 1.08598 0.58809 -3.37480 -0.9545
O 0.91503 1.70217 0.14221 -0.3321
H 2.54394 1.57697 -0.24267 0.5017
H -0.63435 1.03476 -3.85340 0.3738
H 0.95088 4.26042 1.68218 0.2925
H -2.97682 0.78527 -0.70029 0.4393
H 0.03579 1.02324 2.60729 0.2466
H 0.56844 -1.54335 -2.19183 0.2624
```

Record 8
C27H21ClMgN6OS as an isolated structure. Source: the Open Molecules 2025 dataset; level of theory: ωB97M-V/def2-TZVPD.

HOMO-LUMO gap (alpha / beta), eV: 4.47 / 4.20
Total charge: -2
Energy above the lowest of the compared OMol25 structures with the same formula, charge and spin, eV: 2.8101
Highest occupied orbital energy (alpha / beta), hartree: -0.006 / 0.004

Structure (XYZ):
```
58
Properties=species:S:1:pos:R:3:mulliken_charge:R:1
C 1.02400 3.67192 0.22055 0.5345
C -2.66853 2.81726 1.81656 -0.8542
C 2.29234 1.06693 -0.97123 1.2748
C 1.84609 2.63393 0.68753 -1.2331
H -2.96252 2.79494 2.85652 0.3920
N 1.21294 -1.12921 -0.91275 1.5690
C 1.12560 4.96281 0.71541 -0.7705
H 0.84951 -5.72610 2.18132 0.3562
C -1.86718 2.77826 -0.77304 -0.6142
H 0.30339 3.45055 -0.55202 0.4288
O -0.18513 0.75548 -1.75564 -0.9630
H 3.40773 2.18860 2.07885 0.3568
H 2.12969 6.28776 2.08808 0.3428
C 1.37910 -4.15601 0.84092 -0.8686
C -0.21947 -2.51615 2.30830 -0.0806
N 1.84777 -2.23957 -0.53073 -1.4560
H -1.50668 2.70405 -1.79450 0.5249
S -1.22801 0.51980 2.31588 -0.6109
C -3.98079 -2.74941 -1.52157 -0.1023
H -0.79065 -1.76839 -2.12719 0.4956
C 2.60517 -0.51360 -2.81962 -0.9151
C 3.67767 1.62286 -2.91722 -0.7541
H -3.01871 4.55697 -1.06273 0.3939
C 2.87750 4.26503 2.18796 -0.5211
H 2.38686 -1.48585 -3.24943 0.2912
H -0.84672 -1.84405 2.89280 0.2512
N 1.76085 1.30595 0.26655 -0.2253
H -3.75935 4.58968 1.34977 0.3329
C 3.42173 0.39459 -3.50404 -0.7460
C -1.81028 1.80125 1.31115 0.6384
C -1.76319 -1.86200 -1.65374 -0.3696
C -0.10039 -3.84026 2.68887 -0.9698
C 2.77007 2.97555 1.69430 -0.0954
H 3.84652 0.13847 -4.46965 0.3158
H -4.77261 -3.38090 -1.90421 0.4119
C -2.69881 3.79518 -0.36380 -0.9070
Cl -2.47157 -3.60669 -3.60761 -0.2787
H 2.03448 -4.75403 0.22141 0.4082
C 0.72672 -4.67961 1.91911 -0.1453
N -1.93179 -1.13599 -0.55620 0.0673
H 4.31464 2.34507 -3.42210 0.3350
C 2.05208 5.27632 1.70248 -0.3374
C 2.05561 -0.20979 -1.59922 0.6091
C -4.15558 -1.98960 -0.37951 -0.8355
H 3.60938 4.48239 2.96058 0.3339
C 3.13493 1.95158 -1.68019 -1.0228
H -0.63037 -4.20740 3.55906 0.3739
N -1.42691 1.80911 0.02445 0.4519
H -5.09124 -2.00783 0.16269 0.3614
C -3.10524 -1.20004 0.06693 -0.1662
C -3.10546 3.80716 0.97648 -0.1310
C -2.75931 -2.67780 -2.16297 -0.2921
C 1.19187 -2.78450 0.51518 0.1743
H 3.36460 2.91756 -1.24637 0.3127
Mg -0.20426 0.06657 0.02923 1.2073
H -3.19365 -0.59311 0.96137 0.3543
H 0.46621 5.73076 0.32158 0.3539
N 0.37959 -1.96063 1.25452 0.0118
```